[1]
DFT (wB97M-V/def2-TZVPD) results for the ion C14H27FNO4 with charge -1 in a non-equilibrium geometry.

Geometry as XYZ:
```
47
Properties=species:S:1:pos:R:3
C 0.68814 3.86305 0.34877
C -0.22766 4.30162 -0.90022
C -0.27906 3.13220 -2.03902
C -1.44983 2.12165 -1.56837
C -1.20890 0.60281 -2.12128
N -1.62129 -0.45342 -1.19295
F -2.19909 -1.54750 -1.77147
C -0.76343 -0.72088 -0.02364
C -1.67399 -0.28139 1.26890
C -1.31336 -1.09609 2.60054
C -1.91201 -0.39041 3.93911
O -3.35528 -0.55038 4.06416
O -0.62408 -2.16149 0.16247
C 0.45020 -2.71229 -0.62548
C 1.73708 -3.11678 0.25142
C 3.13423 -2.57931 -0.31716
C 3.36154 -2.79817 -1.89239
C 0.59530 0.10743 0.11473
O 1.55587 0.16931 -0.73041
O 0.81067 0.81639 1.30591
H 1.45482 3.08808 -0.02017
H 0.00570 3.28146 1.07573
H 1.15887 4.73488 0.91694
H 0.15426 5.29689 -1.30738
H -1.31340 4.36534 -0.50419
H 0.74115 2.62309 -2.15516
H -0.60473 3.65710 -3.00737
H -1.43343 2.02880 -0.42010
H -2.45071 2.50905 -1.97000
H -0.15429 0.48022 -2.58559
H -1.91854 0.53193 -3.03663
H -2.74634 -0.60977 0.97148
H -1.72458 0.85134 1.39594
H -1.85580 -2.10619 2.53257
H -0.18600 -1.18364 2.74029
H -1.58356 0.70110 4.04238
H -1.45243 -0.94860 4.83498
H -3.71997 0.00771 3.33320
H 0.70894 -2.06512 -1.54862
H 0.04892 -3.70274 -1.07568
H 1.79409 -4.25761 0.31180
H 1.59983 -2.70894 1.30813
H 3.36139 -1.48508 -0.03994
H 3.95861 -3.19371 0.21832
H 2.53391 -3.37047 -2.42764
H 3.59412 -1.80255 -2.43052
H 4.32409 -3.42894 -2.02643
```

Its max |F| is 6.7 eV/A. Its charge is -1. For the total energy, the calculation gives -27348.8199 eV. Its HOMO energy is -4.6 eV. The orbital gap comes out at 7.963 eV. The spin multiplicity is 1.

***

[2]
DFT (wB97M-V/def2-TZVPD) results for a structure of composition C14H27FeO9 in a non-equilibrium geometry.

Geometry as XYZ:
```
51
Properties=species:S:1:pos:R:3
Fe 0.42206 -0.04598 -0.65418
C 3.45755 1.81969 -2.57143
C 2.28076 2.48928 -1.84296
O 1.32245 1.62076 -1.28091
H 4.03067 2.48797 -3.21409
H 3.06611 0.98985 -3.15986
H 4.09700 1.34997 -1.82408
H 1.86451 3.16795 -2.58744
H 2.62084 3.10839 -1.01281
C 3.27157 -2.21624 0.14057
C 2.62823 -2.46609 -1.29471
O 1.52555 -1.58606 -1.50924
H 2.54035 -2.28685 0.94583
H 3.68159 -1.20699 0.17795
H 4.04762 -2.97992 0.19201
H 2.21203 -3.47242 -1.34117
H 3.44420 -2.36563 -2.01040
C -2.91538 -0.19934 2.07580
C -1.89872 -1.25884 1.61688
O -1.05424 -0.88240 0.51676
H -2.52743 0.77620 2.36892
H -3.48912 -0.61083 2.90622
H -3.57049 -0.13862 1.20675
H -2.40598 -2.20049 1.40698
H -1.33453 -1.38992 2.54026
C 2.45028 1.13948 5.76476
C 1.54174 0.28826 4.87476
C 0.13697 0.75217 4.51110
O 0.19382 0.70209 3.09281
C 1.33801 0.34369 2.63932
O 1.60337 0.17323 1.44959
O 2.16131 0.18751 3.61683
H 1.97826 1.54076 6.66157
H 2.92887 1.95056 5.21596
H 3.26176 0.54000 6.17734
H 1.44596 -0.71457 5.29100
H -0.14130 1.75846 4.82421
H -0.66537 0.11067 4.87554
C -3.86561 -1.17492 -5.08805
C -3.50707 0.13168 -4.39150
C -4.27773 0.60228 -3.15136
O -3.25247 0.63154 -2.21190
C -2.05833 0.27863 -2.71045
O -1.01517 0.14472 -2.11937
O -2.18983 0.07034 -4.02609
H -4.95204 -1.09911 -5.13320
H -3.62189 -2.08280 -4.53627
H -3.32326 -1.16633 -6.03350
H -3.74220 0.89038 -5.13796
H -5.07606 -0.11053 -2.94478
H -4.66921 1.60834 -3.30203
```

The energy above the lowest of the compared OMol25 structures with the same formula, charge and spin is 62.68 kcal per mole. Its max |F| is 3.7 eV/A. For the total energy, the calculation gives -67767.6846 eV. Its HOMO energy (alpha / beta) is -8.2 / -7.6 eV. The orbital gap (alpha / beta) comes out at 8.807 / 7.404 eV. The spin multiplicity is 6.

***

[3]
DFT (wB97M-V/def2-TZVPD) results for a structure of composition C14H27I2InN3O.

Geometry as XYZ:
```
48
Properties=species:S:1:pos:R:3
C -5.80535 0.77087 0.48923
C -4.89243 1.77283 -0.20011
O -5.26970 2.32130 -1.21526
N -3.65531 1.99968 0.40587
C -3.78671 2.96074 1.51103
In -2.53319 0.27952 1.08303
C -1.98353 -1.26709 -0.43249
I -3.65537 -2.46875 -1.06925
C -1.14213 -0.80988 -1.60514
C -0.69450 -1.87461 -2.60337
I -2.10017 0.77003 -2.70059
H -5.38448 -0.23582 0.39290
H -6.79977 0.78873 0.03151
H -5.87097 0.99869 1.55773
H -4.79194 3.40315 1.54241
H -3.08263 3.79630 1.38927
H -3.58985 2.52953 2.50618
H -1.06711 1.01806 1.68854
H -3.37422 -0.51504 2.42087
H -1.35370 -1.97203 0.12831
H -0.24223 -0.38312 -1.14467
H -1.50772 -2.18947 -3.26404
H 0.12687 -1.50157 -3.22714
H -0.33737 -2.75829 -2.05246
C 4.08430 0.46632 3.65769
C 2.87976 1.39234 3.57647
C 1.57780 0.65235 3.25146
C 1.57941 -0.01886 1.95557
N 1.40429 -0.54715 0.94713
H 4.27276 -0.02033 2.70492
H 4.98474 1.02009 3.92172
H 3.92960 -0.30768 4.41478
H 3.04708 2.16265 2.82132
H 2.74133 1.90619 4.53014
H 0.72525 1.33476 3.22574
H 1.37178 -0.10144 4.01498
C 3.21453 -0.58735 -4.10163
C 3.19178 -1.92070 -3.36791
C 3.08430 -1.73948 -1.85112
C 4.23233 -1.01176 -1.32701
N 5.17217 -0.47215 -0.93410
H 4.07862 0.01199 -3.81039
H 3.25457 -0.73185 -5.18127
H 2.31346 -0.01555 -3.86944
H 4.09018 -2.49894 -3.59716
H 2.33800 -2.51408 -3.69915
H 3.04265 -2.70276 -1.33990
H 2.18280 -1.19038 -1.57521
```

The energy above the lowest of the compared OMol25 structures with the same formula, charge and spin is 0.00 kcal per mole. Its max |F| is 0.8 eV/A. Its charge is -1. For the total energy, the calculation gives -42848.6741 eV. Its HOMO energy is -4.6 eV. The orbital gap comes out at 7.062 eV. The spin multiplicity is 1.